This record from OMol25 describes a 2-piece molecular cluster, C23H33F3INO7P overall. The level of theory is wB97M-V/def2-TZVPD.

The geometry in ORCA input format:
```
! RIJCOSX wB97M-V def2-TZVPD def2/J DEFGRID3
* xyz 1 1
I 2.644 -0.157 2.731
P -0.780 -0.834 2.441
F -1.147 1.212 -7.006
F 0.856 2.017 -7.303
F 0.290 0.087 -8.145
O -2.943 -6.621 4.151
O -1.959 -0.018 2.770
O 1.786 0.429 -3.651
O 1.305 -1.034 -6.124
O 2.370 2.379 -2.729
O -0.822 -5.881 4.397
O -2.441 -4.599 5.037
N 0.075 -0.221 1.013
C 2.039 0.618 -0.122
C 0.146 4.326 -1.131
C -2.152 -0.464 -0.172
C 2.323 4.121 0.164
C -0.102 0.433 -1.268
C 0.797 4.445 0.287
C 2.829 3.095 1.247
C -3.839 -4.335 5.245
C 1.537 1.073 -4.911
C -0.366 -7.150 3.922
C -0.901 0.621 -2.472
C 1.267 0.789 -1.300
C 1.403 0.103 1.007
C 1.850 1.307 -2.613
C 3.518 0.976 -0.191
C 3.969 2.188 0.715
C 0.167 0.882 -7.085
C -1.711 0.800 -3.353
C -4.385 -5.106 6.429
C -0.683 -0.084 -0.106
C -1.247 5.017 -1.180
C -2.154 -5.782 4.489
C 0.633 0.161 -5.776
H 4.642 1.815 1.505
H 0.855 -1.796 -5.747
H -1.680 4.860 -2.179
H 0.709 -7.078 3.777
H -3.793 -4.904 7.323
H 1.997 2.561 1.734
H -5.422 -4.832 6.620
H -2.768 0.432 0.031
H -2.433 -1.289 0.498
H 3.857 1.105 -1.230
H -0.831 -7.405 2.970
H -0.002 3.245 -1.315
H 2.479 1.224 -5.466
H 0.036 -0.930 3.583
H 2.866 5.067 0.349
H -1.136 6.076 -0.903
H 0.991 2.026 -4.801
H -4.404 -4.541 4.335
H -3.920 -3.266 5.442
H 0.655 5.494 0.613
H 0.289 3.816 1.041
H 2.621 3.793 -0.844
H -2.465 0.882 -4.121
H 4.603 2.831 0.073
H -0.569 -7.922 4.663
H -2.419 -0.796 -1.190
H -1.258 -2.135 2.123
H 3.286 3.724 2.037
H 0.842 4.752 -1.875
H -4.342 -6.181 6.255
H -1.876 4.534 -0.407
H 4.070 0.084 0.176
H -0.281 -0.124 -5.227
*
```

Output
- HOMO level: -0.469 hartree
- Gap between HOMO and LUMO: 0.2842 Eh

Atomic partial charges in e from the Löwdin method, atoms 1 to 2: I 1.1443; P 0.7401

---

This record from OMol25 describes the molecule C15H28N6. The level of theory is wB97M-V/def2-TZVPD.

The geometry in ORCA input format:
```
! RIJCOSX wB97M-V def2-TZVPD def2/J DEFGRID3
* xyz 0 1
N -3.900 2.513 -0.891
N -2.839 2.569 -0.102
N -3.549 0.535 -0.248
N 2.205 0.939 0.840
N -4.327 1.327 -0.992
N -0.587 0.029 0.602
C -2.604 1.340 0.306
C 0.143 0.567 -0.542
C 3.272 -0.815 -0.719
C -5.232 -1.143 -0.632
C 5.129 0.554 -1.331
C 4.464 1.230 -0.124
C -2.826 -1.553 -1.232
C 4.698 -0.911 -1.245
C 0.355 -0.575 1.534
C -3.530 -1.461 1.177
C -1.480 1.002 1.217
C 1.471 0.391 1.960
C -3.778 -0.904 -0.224
C 3.390 0.242 0.399
C 1.309 1.496 -0.154
H 0.794 -1.440 1.026
H -2.469 -1.473 1.402
H -3.001 -2.624 -1.264
H -2.992 -1.142 -2.225
H 2.623 -0.454 -1.517
H -1.871 0.575 2.145
H -0.189 -0.931 2.413
H 1.874 1.752 -1.050
H -5.909 -0.666 0.073
H -0.994 1.957 1.461
H 2.888 -1.767 -0.354
H -4.058 -0.872 1.925
H 1.024 1.231 2.506
H 4.001 2.176 -0.399
H -0.557 1.116 -1.177
H 5.189 1.441 0.661
H -3.901 -2.481 1.224
H 2.162 -0.116 2.634
H 4.757 0.988 -2.261
H 0.516 -0.293 -1.104
H 0.897 2.426 0.256
H 3.793 -0.260 1.285
H -5.436 -2.210 -0.648
H 5.324 -1.447 -0.530
H -5.424 -0.730 -1.618
H 6.212 0.664 -1.320
H 4.759 -1.421 -2.206
H -1.796 -1.370 -0.936
*
```

Output
- Energy relative to the best compared isomer or geometry (same formula, charge and spin): 0.00 kcal per mole
- HOMO level: -0.286 hartree
- Gap between HOMO and LUMO: 0.3102 Eh

Atomic partial charges in e from the Löwdin method, atoms 1 to 2: N -0.0403; N 0.0650

---

This record from OMol25 describes a 2-piece molecular cluster, C7H10O2 overall. The level of theory is wB97M-V/def2-TZVPD.

The geometry in ORCA input format:
```
! RIJCOSX wB97M-V def2-TZVPD def2/J DEFGRID3
* xyz 0 1
O -1.705 -0.775 -2.019
O -0.121 2.317 0.374
C -1.091 -0.518 1.351
C 0.161 0.623 -1.969
C -0.843 -0.301 -1.323
C -0.456 -0.980 0.067
C 0.821 1.629 0.657
C 1.952 1.581 1.325
C -0.242 -2.315 -0.017
H 2.755 2.241 1.048
H 1.182 0.381 -1.689
H 0.004 -2.797 -0.950
H -1.652 -1.299 1.862
H -0.591 -3.035 0.710
H -1.757 0.322 1.171
H -0.263 -0.359 2.045
H 2.000 1.254 2.348
H 0.169 0.431 -3.043
H -0.322 1.599 -1.950
*
```

Output
- Energy relative to the best compared isomer or geometry (same formula, charge and spin): 95.71 kcal per mole
- HOMO level: -0.341 hartree
- Gap between HOMO and LUMO: 0.3470 Eh

Atomic partial charges in e from the Löwdin method, atoms 1 to 2: O 0.0993; O 0.1118

---

This record from OMol25 describes a 2-piece molecular cluster, C5H6N2 overall. The level of theory is wB97M-V/def2-TZVPD.

The geometry in ORCA input format:
```
! RIJCOSX wB97M-V def2-TZVPD def2/J DEFGRID3
* xyz 0 1
N 1.226 0.522 -0.951
N 0.768 -2.917 -0.779
C -0.078 1.123 -0.902
C -0.293 -0.277 2.505
C -1.043 0.541 0.117
C -0.525 0.021 1.382
C 0.109 -1.968 -0.866
H -0.232 2.222 -0.713
H -2.215 0.647 0.021
H -0.631 0.878 -1.848
H 0.985 -0.480 -1.339
H 1.769 0.395 -0.038
H 0.161 -0.707 3.412
*
```

Output
- Energy relative to the best compared isomer or geometry (same formula, charge and spin): 167.26 kcal per mole
- HOMO level (alpha / beta): -0.338 / -0.340 hartree
- Gap between HOMO and LUMO (alpha / beta): 0.2274 / 0.2301 Eh

Atomic partial charges in e from the Löwdin method, atoms 1 to 2: N -0.0409; N -0.0863

---

This record from OMol25 describes C6H8Br2O2 as an isolated structure. The level of theory is wB97M-V/def2-TZVPD.

The geometry in ORCA input format:
```
! RIJCOSX wB97M-V def2-TZVPD def2/J DEFGRID3
* xyz 0 1
Br 3.315 1.137 0.074
Br 2.225 -1.771 -0.309
O 1.575 -0.604 2.592
O 1.569 0.648 -2.294
C 0.852 0.578 -1.106
C -0.257 -0.459 -1.143
C 0.997 0.036 1.419
C -0.401 -0.504 1.386
C -0.977 -0.668 0.171
C 1.744 0.019 0.097
H 0.900 1.068 1.713
H -0.900 0.042 -1.900
H 0.038 -1.424 -1.428
H 1.267 0.104 -3.001
H 2.429 -0.102 2.892
H -0.851 -0.831 2.302
H -1.914 -1.124 0.067
H 0.460 1.604 -0.871
*
```

Output
- Energy relative to the best compared isomer or geometry (same formula, charge and spin): 0.00 kcal per mole
- HOMO level: -0.359 hartree
- Gap between HOMO and LUMO: 0.3788 Eh

Atomic partial charges in e from the Löwdin method, atoms 1 to 2: Br 0.7597; Br 0.8595

---

This record from OMol25 describes a 5-piece molecular cluster, CH11O5 overall. The level of theory is wB97M-V/def2-TZVPD.

The geometry in ORCA input format:
```
! RIJCOSX wB97M-V def2-TZVPD def2/J DEFGRID3
* xyz -1 1
O 0.123 -2.065 -2.377
O 1.863 0.355 -1.733
O 0.654 2.788 2.900
O -0.753 -1.665 2.187
O -0.264 -0.739 -0.271
C -0.981 0.435 -0.500
H -0.045 -1.559 -1.467
H 1.459 2.269 3.073
H -0.650 -1.902 -2.911
H 0.303 2.283 2.151
H -1.868 0.247 -1.151
H 1.600 -0.327 -2.371
H -0.477 1.277 -0.971
H -0.130 -1.130 2.686
H 1.228 0.163 -0.996
H -0.625 -1.223 1.307
H -1.436 0.794 0.445
*
```

Output
- Energy relative to the best compared isomer or geometry (same formula, charge and spin): 11.98 kcal per mole
- HOMO level: -0.175 hartree
- Gap between HOMO and LUMO: 0.3019 Eh

Atomic partial charges in e from the Löwdin method, atoms 1 to 2: O -0.1648; O -0.1282